A single C4H4 molecule at a distorted geometry. Source: the Open Molecules 2025 dataset; level of theory: ωB97M-V/def2-TZVPD.

Properties
- Structure (SMILES): C=C1C=C1
- Molecular weight: 52.08 Da
- Total energy: -154.65312 Ha
- Gap between HOMO and LUMO: 0.3308 Ha
- HOMO energy: -8.142 eV

```
! wB97M-V def2-TZVPD RIJCOSX def2/J DEFGRID3
* xyz 0 1
C 1.4415 -0.0439 -0.0262
C 0.1382 -0.1002 0.0793
C -1.1923 -0.7496 -0.1234
C -1.0860 0.6585 0.0348
H 1.8264 0.9596 0.0569
H 2.2664 -0.6303 -0.0757
H -1.8471 -1.7083 -0.0028
H -1.5472 1.6142 0.0571
*
```



15 unconnected molecules or ions with the total composition C4H41N2O14 at a distorted geometry. Source: the Open Molecules 2025 dataset; level of theory: ωB97M-V/def2-TZVPD.

Properties
- Molecular weight: 341.37 Da
- Total energy: -1339.30361 Ha
- Gap between HOMO and LUMO (spin up / spin down): 0.3842 / 0.1599 Ha
- HOMO energy (spin up / spin down): -16.194 / -16.194 eV

```
! wB97M-V def2-TZVPD RIJCOSX def2/J DEFGRID3
* xyz 2 2
C 0.1947 -0.4120 0.2327
N -0.0312 -0.4970 1.7251
C -0.8222 -1.2785 -0.5598
N -0.5887 -2.7209 -0.2552
C -1.9162 -1.4537 -2.8479
C -0.7062 -0.9628 -2.0522
H 1.2094 -0.7143 -0.0166
H 0.0783 0.6419 -0.0736
H 0.8546 -0.2859 2.2580
H -0.7736 0.2284 2.0034
H -1.9033 -1.0266 -0.1727
H 0.4292 -2.9178 -0.2101
H -1.2042 -3.2161 1.5453
H -1.0230 -3.2989 -0.9628
H -1.8903 -1.0909 -3.8834
H -2.8206 -1.1049 -2.4359
H -1.9603 -2.5326 -2.9009
H 0.2099 -1.3581 -2.4707
H -0.6223 0.1230 -2.2001
H -1.5660 2.9017 -1.8507
H -1.2922 2.9854 -0.3749
O -1.2616 2.3973 -1.1243
H -1.6238 4.4601 1.5105
H -1.4424 2.9447 1.6848
O -1.0892 3.7098 1.2043
H 3.4196 2.0715 0.9468
H 2.5175 1.6044 -0.1468
O 3.2542 1.2927 0.4749
H 1.8427 1.7161 3.7912
H 1.5517 2.1614 2.3321
O 1.4246 1.4076 2.9909
H -5.0187 -1.6772 -0.5151
H -3.5170 -2.1114 -0.1198
O -4.1369 -1.3890 -0.2437
H 2.3063 0.7083 -3.9342
H 2.1278 -0.4207 -2.8300
O 1.8228 0.4622 -3.1247
H -3.6746 0.3610 -0.1937
H -2.6125 1.4211 -0.5686
O -3.3758 1.1906 0.0314
H 2.6020 -2.1654 0.7352
H 2.9307 -3.6467 0.3786
O 2.4039 -2.8892 0.1285
H -0.6660 -3.6351 2.9548
H -0.3151 -1.4104 2.0343
O -1.1211 -2.9110 2.5084
H 2.9231 -0.0049 1.4707
H 3.3982 -0.9508 2.6037
O 2.7459 -0.9003 1.8955
H 2.5362 -2.2852 -1.5015
H 3.5831 -2.2389 -2.5453
O 2.6470 -1.9732 -2.3900
H -2.6244 1.4943 3.0382
H -2.6399 1.2454 1.4156
O -2.0887 1.4456 2.2562
H 1.6226 1.7100 -2.0013
H 0.4869 2.3384 -1.2242
O 1.4201 2.2897 -1.2353
H 0.6049 3.6660 1.2903
H 1.6152 3.1010 0.3028
O 1.5648 3.4009 1.2219
*
```



What did the second record say?
15 unconnected molecules or ions with the total composition C4H41N2O14 at a distorted geometry. Source: the Open Molecules 2025 dataset; level of theory: ωB97M-V/def2-TZVPD.

Properties
- Molecular weight: 341.37 Da
- Total energy: -1339.30361 Ha
- Gap between HOMO and LUMO (spin up / spin down): 0.3842 / 0.1599 Ha
- HOMO energy (spin up / spin down): -16.194 / -16.194 eV

```
! wB97M-V def2-TZVPD RIJCOSX def2/J DEFGRID3
* xyz 2 2
C 0.1947 -0.4120 0.2327
N -0.0312 -0.4970 1.7251
C -0.8222 -1.2785 -0.5598
N -0.5887 -2.7209 -0.2552
C -1.9162 -1.4537 -2.8479
C -0.7062 -0.9628 -2.0522
H 1.2094 -0.7143 -0.0166
H 0.0783 0.6419 -0.0736
H 0.8546 -0.2859 2.2580
H -0.7736 0.2284 2.0034
H -1.9033 -1.0266 -0.1727
H 0.4292 -2.9178 -0.2101
H -1.2042 -3.2161 1.5453
H -1.0230 -3.2989 -0.9628
H -1.8903 -1.0909 -3.8834
H -2.8206 -1.1049 -2.4359
H -1.9603 -2.5326 -2.9009
H 0.2099 -1.3581 -2.4707
H -0.6223 0.1230 -2.2001
H -1.5660 2.9017 -1.8507
H -1.2922 2.9854 -0.3749
O -1.2616 2.3973 -1.1243
H -1.6238 4.4601 1.5105
H -1.4424 2.9447 1.6848
O -1.0892 3.7098 1.2043
H 3.4196 2.0715 0.9468
H 2.5175 1.6044 -0.1468
O 3.2542 1.2927 0.4749
H 1.8427 1.7161 3.7912
H 1.5517 2.1614 2.3321
O 1.4246 1.4076 2.9909
H -5.0187 -1.6772 -0.5151
H -3.5170 -2.1114 -0.1198
O -4.1369 -1.3890 -0.2437
H 2.3063 0.7083 -3.9342
H 2.1278 -0.4207 -2.8300
O 1.8228 0.4622 -3.1247
H -3.6746 0.3610 -0.1937
H -2.6125 1.4211 -0.5686
O -3.3758 1.1906 0.0314
H 2.6020 -2.1654 0.7352
H 2.9307 -3.6467 0.3786
O 2.4039 -2.8892 0.1285
H -0.6660 -3.6351 2.9548
H -0.3151 -1.4104 2.0343
O -1.1211 -2.9110 2.5084
H 2.9231 -0.0049 1.4707
H 3.3982 -0.9508 2.6037
O 2.7459 -0.9003 1.8955
H 2.5362 -2.2852 -1.5015
H 3.5831 -2.2389 -2.5453
O 2.6470 -1.9732 -2.3900
H -2.6244 1.4943 3.0382
H -2.6399 1.2454 1.4156
O -2.0887 1.4456 2.2562
H 1.6226 1.7100 -2.0013
H 0.4869 2.3384 -1.2242
O 1.4201 2.2897 -1.2353
H 0.6049 3.6660 1.2903
H 1.6152 3.1010 0.3028
O 1.5648 3.4009 1.2219
*
```